81
Properties=species:S:1:pos:R:3:lowdin_charge:R:1 method="wB97M-V/def2-TZVPD" homo_lumo_gap_ev=8.64 total_energy_ha=-3140.71689 total_charge=+1 lumo_ev=-1.9314 relative_energy_kcal_mol=21.22 max_force_ev_per_a=3.79
Cs 0.16358 -1.70570 0.09444 0.951
C -4.96027 -1.94444 -2.26639 -0.007
N -4.78299 -0.82262 -1.31096 -0.108
C -5.88936 0.21061 -1.12892 0.009
C -3.68327 -0.76416 -0.54892 -0.508
O -2.75920 -1.55481 -0.61965 -0.085
C -3.65957 0.32811 0.47488 -0.098
O -2.59370 0.08828 1.46499 -0.211
C -2.44744 1.14305 2.41550 -0.092
C -1.01653 1.01074 2.90192 -0.423
O -0.31912 0.19646 2.34347 -0.041
N -0.66470 1.70279 4.02151 -0.139
C 0.64012 1.53866 4.51524 -0.062
C -1.52643 2.51343 4.85562 -0.037
H -3.96262 -2.16426 -2.61026 0.079
H -5.57715 -1.61576 -3.10135 0.085
H -5.49984 -2.80076 -1.71870 0.127
H -6.71173 -0.26548 -1.63966 0.085
H -5.64533 1.11951 -1.62470 0.082
H -6.16271 0.43609 -0.11669 0.076
H -4.55889 0.41406 1.07304 0.116
H -3.44552 1.31557 0.00822 0.130
H -3.15365 1.00223 3.24640 0.138
H -2.50201 2.10898 1.96201 0.134
H 1.35461 1.69510 3.73080 0.051
H 0.92526 0.49447 4.86777 0.126
H 0.87564 2.24313 5.33232 0.105
H -2.58177 2.26516 4.84828 0.085
H -1.35367 3.57440 4.65375 0.104
H -1.28902 2.36314 5.90011 0.090
I 4.27557 -5.09397 1.27741 0.714
C 5.33747 -4.44622 -0.41923 -1.291
I 4.37998 -3.28284 -1.80756 0.830
H 5.71658 -5.34314 -0.90537 -0.035
H 6.19757 -3.92675 -0.04067 -0.046
Cl -0.99084 1.10553 -1.61949 0.697
C -0.12080 2.04827 -2.82793 -0.638
C -0.83911 3.01912 -3.50410 -0.105
C -0.14195 3.91306 -4.34387 -0.072
C 1.20783 3.70075 -4.58130 -0.074
C 1.91152 2.71563 -3.88116 -0.058
C 1.24836 1.89634 -2.96243 -0.388
P 1.99813 0.35719 -2.18916 1.018
C 3.71690 0.41579 -2.81955 -0.415
C 4.74413 1.14511 -2.11782 -0.065
C 6.01162 1.34628 -2.69503 -0.057
C 6.25603 0.76988 -3.95673 -0.086
C 5.30339 0.01770 -4.61707 -0.083
C 4.05102 -0.24308 -4.01679 -0.136
C 2.32162 0.89568 -0.45907 -0.478
C 2.98187 0.08535 0.46859 -0.181
C 3.45533 0.65354 1.67091 -0.054
C 3.25079 2.03300 1.96897 -0.088
C 2.48439 2.74766 1.07320 -0.092
C 2.03322 2.21242 -0.10969 -0.106
H -1.92274 3.11792 -3.43614 0.108
H -0.79643 4.72568 -4.78326 0.131
H 1.74346 4.42434 -5.23209 0.121
H 2.99340 2.60912 -3.96418 0.109
H 4.48297 1.70290 -1.22441 0.096
H 6.72281 1.98032 -2.18098 0.105
H 7.27866 0.87026 -4.34930 0.112
H 5.46885 -0.37813 -5.63000 0.114
H 3.31463 -0.85465 -4.52558 0.100
H 3.18194 -0.97221 0.24326 0.054
H 3.94146 -0.01991 2.39780 0.115
H 3.58495 2.43632 2.96587 0.127
H 2.38196 3.84670 1.24149 0.127
H 1.49085 2.83698 -0.77750 0.090
N -5.96028 -1.98176 2.70928 0.166
C -5.01950 -2.67790 2.56807 -0.157
C -3.84781 -3.48769 2.53761 -0.204
C -3.92544 -4.81704 2.82428 -0.011
C -2.74196 -5.53341 2.79058 -0.036
C -1.53819 -4.92077 2.45169 -0.107
N -1.46696 -3.61198 2.16901 0.026
C -2.59060 -2.91037 2.22636 -0.082
H -4.84884 -5.27359 3.11810 0.128
H -2.76104 -6.55857 3.11624 0.109
H -0.65502 -5.52138 2.29485 0.111
H -2.51449 -1.89948 1.83981 0.074